The following is a DFT calculation (ωB97M-V/def2-TZVPD) of a molecular structure, C9H15CaIN4 in a non-equilibrium geometry.

Calculated values
- ΔE to the lowest compared entry with this formula, charge and spin: 0.0000 eV

```
! RIJCOSX wB97M-V def2-TZVPD def2/J DEFGRID3
* xyz 0 1
C 0.59139 -0.98634 -3.79064
C 0.46827 0.53381 -3.76876
H 1.63483 -1.31678 -3.71390
H 0.13424 -1.40206 -4.70243
H 0.04200 -1.52474 -2.98345
H 0.86466 1.04508 -2.87187
H 1.07221 0.93629 -4.58706
H -0.55636 0.88591 -3.92942
Ca 0.02867 -0.33580 -0.99165
C -1.32436 1.56011 -1.64438
H -0.69972 2.38183 -2.02823
H -1.77133 1.88073 -0.70515
H -2.11808 1.27534 -2.35557
I 0.28653 -3.43223 -1.38186
N 0.25594 2.04371 2.88948
C 0.73983 3.18859 2.25816
C 0.94771 2.82992 0.95013
N 0.65052 1.48495 0.77750
C 0.21894 1.03322 1.97040
C -0.22951 -0.33908 2.21471
N -0.45027 -1.23078 1.23649
C -0.82125 -2.41598 1.84702
C -0.83379 -2.25205 3.20652
N -0.48782 -0.91994 3.42685
H -0.02934 1.96415 3.86433
H 0.86842 4.12978 2.76475
H 1.29585 3.44089 0.12865
H -1.00566 -3.29578 1.24448
H -1.07955 -2.96277 3.98152
H -0.42715 -0.45998 4.33429
*
```

The following is a DFT calculation (ωB97M-V/def2-TZVPD) of C25H28FN7O2 in the gas phase in a non-equilibrium geometry.

Calculated values
- ΔE to the lowest compared entry with this formula, charge and spin: 0.0341 eV
- SMILES string: COCCn1nnnc1[C@@H](c1cc2cccc(C)c2[nH]c1=O)N1CCN(c2ccccc2F)CC1

```
! RIJCOSX wB97M-V def2-TZVPD def2/J DEFGRID3
* xyz 0 1
C 2.17738 4.73000 -0.04928
O 3.39829 4.16206 -0.48108
C 3.53647 2.79811 -0.21136
C 3.82226 2.49350 1.27642
N 3.79124 1.08312 1.51553
N 4.89722 0.33947 1.61339
N 4.54002 -0.86432 1.76282
N 3.21910 -0.97973 1.76371
C 2.73539 0.23274 1.61028
C 1.30529 0.64346 1.52177
C 0.71767 0.11458 0.22274
C 0.91970 -1.13811 -0.24636
C 0.32940 -1.59088 -1.46301
C 0.51498 -2.89210 -1.94666
C -0.09909 -3.28354 -3.11028
C -0.90635 -2.39050 -3.81308
C -1.10947 -1.09743 -3.37519
C -1.98108 -0.14419 -4.13692
C -0.47795 -0.69494 -2.18729
N -0.61671 0.57977 -1.70467
C -0.05065 1.07394 -0.56013
O -0.19151 2.25880 -0.27186
N 0.62834 0.29883 2.76403
C -0.54645 1.07754 3.07007
C -1.76701 0.70551 2.20051
N -1.65919 -0.68115 1.79895
C -2.37100 -1.15707 0.72964
C -3.33979 -0.36343 0.09175
C -4.03008 -0.79426 -1.02335
C -3.80503 -2.04952 -1.55845
C -2.86389 -2.86334 -0.95475
C -2.16441 -2.41867 0.14538
F -1.22695 -3.27665 0.63889
C -1.07711 -1.50279 2.83679
C 0.39965 -1.10866 3.04475
H 1.32727 4.08568 -0.29551
H 2.08180 5.67740 -0.57577
H 2.17993 4.92481 1.02889
H 2.63223 2.25211 -0.52199
H 4.37994 2.45439 -0.81666
H 3.07525 2.97999 1.90931
H 4.81604 2.85471 1.54700
H 1.25818 1.73737 1.45746
H 1.54489 -1.83143 0.29798
H 1.13199 -3.57462 -1.38354
H 0.03609 -4.28624 -3.48586
H -1.38638 -2.71769 -4.72373
H -2.40012 -0.63518 -5.01071
H -2.80444 0.20305 -3.51276
H -1.41085 0.72150 -4.47584
H -1.16728 1.24062 -2.23892
H -0.32519 2.13864 2.94034
H -0.76679 0.90560 4.12774
H -2.69365 0.89125 2.76671
H -1.77231 1.33820 1.31263
H -3.57037 0.61059 0.48999
H -4.76721 -0.14047 -1.46691
H -4.34786 -2.39231 -2.42421
H -2.64306 -3.84773 -1.33592
H -1.64007 -1.33362 3.76688
H -1.15032 -2.55813 2.59969
H 1.05903 -1.70585 2.41963
H 0.67457 -1.29276 4.09036
*
```

no.,energy (Eh),orbital gap (eV)
1,-1546.3154,6.40
2,-1603.0807,7.71